Density functional theory data (ωB97M-V with the def2-TZVPD basis set) for a structure of composition C26H29AsCoN2O9P2S4.

Positions of all 74 atoms, in Å:
As -1.643 -0.152 -0.555
Co 2.425 -0.888 -0.623
S 4.344 -5.390 -0.340
S 2.214 -2.080 1.522
S 2.798 -4.964 2.079
S 4.063 -2.601 -1.359
P 1.870 2.212 0.548
P 4.417 0.862 1.408
O 0.840 -1.870 -1.518
O 1.261 0.876 0.214
O 0.724 3.099 1.288
O 3.936 -7.268 1.473
O 4.225 0.396 0.019
O 2.533 3.054 -0.491
O -0.588 -2.252 -3.179
O 4.535 -0.291 2.468
O 5.715 1.740 1.661
N 2.750 0.407 -2.315
N 3.699 3.338 2.207
C 1.732 0.297 -3.362
C 3.722 -6.121 1.133
C -5.036 0.248 -3.152
C 2.971 -3.586 1.003
C -2.064 1.725 -0.106
C -3.735 -1.042 1.387
C 0.488 -1.829 -2.739
C -4.525 -2.083 -2.941
C -3.212 -2.282 3.383
C 3.684 -3.772 -0.122
C -1.832 4.033 -0.813
C -5.308 -1.070 -3.483
C -2.410 4.467 0.372
C 3.073 2.013 1.930
C -1.454 -1.627 1.876
C -2.384 -1.007 1.048
C -2.635 2.173 1.082
C -2.803 3.535 1.320
C -1.649 2.678 -1.038
C -3.218 -0.457 -1.721
C 1.462 -1.164 -3.716
C -3.485 -1.779 -2.078
C -4.147 -1.675 2.550
C -3.998 0.550 -2.276
C -1.868 -2.260 3.044
C 2.389 1.502 3.196
H 5.395 2.571 2.076
H 0.820 0.759 -2.968
H 1.610 2.208 3.492
H 3.104 1.387 4.013
H -2.953 1.461 1.834
H -2.849 -2.575 -1.710
H -1.132 -2.745 3.672
H -2.527 5.526 0.566
H -6.113 -1.308 -4.167
H -1.150 2.356 -1.947
H 3.874 -1.026 2.249
H -0.406 -1.644 1.598
H -4.468 -0.583 0.732
H 1.924 0.532 3.023
H -3.236 3.862 2.258
H 2.409 -1.713 -3.691
H 3.697 3.852 1.326
H 3.081 3.848 2.832
H -5.634 1.049 -3.572
H 3.676 0.182 -2.662
H -0.105 2.608 1.333
H -3.816 1.587 -2.018
H -5.201 -1.705 2.805
H -3.535 -2.785 4.287
H -1.483 4.750 -1.545
H -4.707 -3.116 -3.212
H 2.796 1.342 -1.908
H 2.014 0.862 -4.259
H 1.038 -1.236 -4.719

The spin multiplicity is 4. Its orbital gap (alpha / beta) is 5.585 / 5.626 eV. The calculation puts the HOMO energy (alpha / beta) at -1.38 / -1.42 eV. As for the net charge: -2. Its energy relative to the best compared isomer or geometry (same formula, charge and spin) is 0.00 kJ/mol. Its electronic energy is -7689.3089 hartree.